[1]
77
Properties=species:S:1:pos:R:3:mulliken_charge:R:1 method="wB97M-V/def2-TZVPD" relative_energy_ev=0.0000 homo_lumo_gap_ev=5.53 charge=+2 fmax_ev_per_a=1.18 homo_ev=-13.316
Ni -0.205 -0.216 -0.089 -0.57
C 2.981 2.455 -3.670 -0.52
C 2.533 3.252 -2.624 -1.02
C 2.019 2.669 -1.475 0.46
C 1.941 1.281 -1.373 -0.31
C 2.359 0.485 -2.435 -0.15
C 2.898 1.072 -3.570 -0.96
N 1.439 0.652 -0.203 0.16
C 2.009 0.874 1.015 -0.29
C 3.235 1.516 1.246 -0.63
C 3.709 1.623 2.535 -0.74
C 3.006 1.112 3.649 -0.77
C 1.826 0.463 3.451 -0.67
C 1.345 0.354 2.130 1.73
N 0.187 -0.258 1.762 1.59
N -0.566 -0.839 2.579 -1.29
C -1.648 -1.441 1.942 0.22
C -2.593 -2.122 2.681 -0.50
C -3.644 -2.721 1.997 -0.47
C -3.698 -2.623 0.614 -0.88
C -2.705 -1.919 -0.046 0.00
N -1.701 -1.332 0.604 0.21
H 3.403 2.911 -4.555 0.44
H 2.596 4.330 -2.699 0.47
H 1.683 3.288 -0.650 0.55
H 2.299 -0.592 -2.339 0.49
H 3.267 0.450 -4.376 0.43
H 3.814 1.888 0.412 0.50
H 4.661 2.112 2.699 0.46
H 3.408 1.221 4.645 0.47
H 1.264 0.042 4.273 0.52
H -2.490 -2.180 3.755 0.56
H -4.405 -3.266 2.538 0.45
H -4.493 -3.085 0.049 0.49
H -2.698 -1.821 -1.123 0.43
C -4.683 5.092 0.088 -1.55
C -3.879 3.841 -0.238 0.25
C -3.876 2.838 0.912 -1.20
C -3.074 1.563 0.615 -0.42
Ge -1.225 2.052 0.237 0.63
C -0.322 3.067 1.620 -0.21
C -0.639 4.563 1.429 -0.78
C 0.187 5.435 2.377 -0.65
C -0.101 5.177 3.850 -1.21
H -4.682 5.794 -0.745 0.41
H -4.272 5.605 0.959 0.32
H -5.720 4.838 0.310 0.38
H -2.848 4.133 -0.488 0.17
H -4.284 3.360 -1.135 0.21
H -4.903 2.545 1.143 0.57
H -3.492 3.317 1.818 0.26
H -3.491 1.016 -0.232 0.30
H -3.082 0.892 1.475 0.54
H -0.888 2.547 -1.174 -0.27
H 0.753 2.914 1.552 0.12
H -0.645 2.707 2.597 1.03
H -1.703 4.753 1.600 0.27
H -0.431 4.861 0.395 0.34
H -0.021 6.481 2.141 0.43
H 1.250 5.279 2.170 0.31
H -1.163 5.303 4.071 0.29
H 0.450 5.875 4.479 0.41
H 0.191 4.170 4.156 0.28
C -1.378 -1.304 -4.269 -1.37
P -1.390 0.130 -3.206 0.83
C -0.589 1.467 -4.072 -0.82
C -3.096 0.627 -2.975 -0.54
O -0.709 -0.200 -1.883 -0.97
H -1.851 -1.068 -5.223 0.43
H -1.916 -2.127 -3.799 0.37
H -0.348 -1.613 -4.449 0.37
H -1.133 1.696 -4.989 0.51
H 0.430 1.186 -4.316 0.23
H -0.560 2.354 -3.438 0.18
H -3.558 0.813 -3.946 0.53
H -3.138 1.547 -2.389 -0.19
H -3.662 -0.154 -2.465 0.33

---

[2]
79
Properties=species:S:1:pos:R:3:mulliken_charge:R:1 method="wB97M-V/def2-TZVPD" relative_energy_ev=0.0000 homo_lumo_gap_ev=7.37 fmax_ev_per_a=0.50 homo_ev=-6.985
Pb -1.259 0.889 -0.859 1.29
C -1.498 3.504 1.736 -0.32
C -0.594 2.693 2.664 -1.38
C 0.363 1.749 1.930 -1.10
N -0.318 0.556 1.423 0.45
C -0.434 -0.471 2.201 0.09
C 0.096 -0.582 3.541 -1.42
C -0.558 -1.041 4.647 -0.64
C -1.875 -1.528 4.716 -0.66
C -2.625 -1.931 3.636 -1.29
C -2.242 -2.101 2.299 -0.42
C -1.073 -1.693 1.676 1.13
N -0.585 -2.235 0.527 0.83
C 0.857 -2.287 0.209 -0.97
C 1.793 -1.088 -0.009 -1.23
C 1.795 -0.383 -1.374 -1.31
N 1.042 0.859 -1.353 0.06
C 1.581 1.937 -1.920 0.07
C 2.579 1.847 -2.910 -0.33
C 3.448 2.794 -3.446 -0.45
C 3.678 4.097 -3.066 -0.50
C 2.983 4.772 -2.060 -0.60
C 1.850 4.405 -1.380 -0.71
C 1.009 3.248 -1.491 0.95
N -0.226 3.214 -1.091 -0.22
C -0.887 4.410 -0.607 -1.43
C -0.753 4.572 0.911 -0.45
H -2.271 3.985 2.338 0.49
H -2.039 2.822 1.070 0.04
H -1.201 2.098 3.352 0.38
H -0.003 3.382 3.273 0.50
H 1.186 1.489 2.597 0.62
H 0.807 2.256 1.070 0.49
H 1.076 -0.144 3.696 0.42
H -0.020 -0.954 5.585 0.44
H -2.310 -1.644 5.700 0.39
H -3.621 -2.296 3.864 0.39
H -2.932 -2.646 1.673 0.76
H 0.886 -2.875 -0.705 0.51
H 1.327 -2.893 0.990 0.31
H 2.783 -1.537 0.111 0.58
H 1.712 -0.335 0.769 0.20
H 1.438 -1.067 -2.155 0.46
H 2.838 -0.164 -1.614 0.77
H 2.671 0.863 -3.351 0.42
H 4.074 2.423 -4.251 0.31
H 4.478 4.631 -3.561 0.33
H 3.375 5.750 -1.796 0.34
H 1.498 5.134 -0.662 0.29
H -1.951 4.323 -0.854 0.38
H -0.518 5.308 -1.112 0.50
H -1.122 5.565 1.179 0.43
H 0.311 4.560 1.167 0.32
C -4.959 -2.242 -0.812 -0.93
O -3.744 -2.968 -0.725 -0.24
C -2.581 -2.156 -0.872 -0.63
O -2.654 -1.001 -0.303 -0.72
N -2.397 -2.040 -2.338 -0.28
N -1.177 -1.356 -2.604 -0.42
H -5.747 -2.928 -0.502 0.25
H -5.147 -1.911 -1.837 0.29
H -4.940 -1.372 -0.156 0.33
H -2.375 -2.975 -2.733 0.34
H -1.187 -1.035 -3.564 0.26
H -0.380 -1.975 -2.468 0.09
C -0.112 -5.027 0.333 -1.75
C -1.488 -4.482 -0.065 1.64
C -1.855 -5.161 -1.392 -1.93
C -2.462 -4.960 1.027 -1.73
N -1.409 -3.005 -0.300 1.52
H -0.195 -6.109 0.434 0.51
H 0.214 -4.632 1.296 0.23
H 0.651 -4.825 -0.417 0.37
H -1.828 -6.244 -1.255 0.53
H -1.126 -4.904 -2.166 0.30
H -2.854 -4.891 -1.721 0.26
H -2.424 -6.051 1.070 0.57
H -3.483 -4.658 0.814 0.25
H -2.170 -4.583 2.007 0.35

---

[3]
89
Properties=species:S:1:pos:R:3:mulliken_charge:R:1 method="wB97M-V/def2-TZVPD" relative_energy_ev=1.7747 homo_lumo_gap_ev=9.56 charge=-1 fmax_ev_per_a=2.91 homo_ev=-7.466
Cl 0.753 0.253 -0.171 1.40
O -0.602 -0.202 0.015 -0.56
O 1.719 -0.827 -0.173 -0.53
O 0.851 0.963 -1.436 -0.66
O 1.070 1.208 0.863 -0.66
O 1.116 -3.658 -6.321 -0.59
C 1.326 -3.056 -5.312 0.47
O 1.105 -3.526 -4.069 -0.36
C 1.596 -2.622 -3.070 0.12
C 1.571 -1.269 -3.755 -0.20
C 1.945 -1.663 -5.207 -0.56
H 2.559 -2.941 -2.677 0.16
H 0.901 -2.514 -2.233 0.01
H 2.328 -0.584 -3.368 0.26
H 0.664 -0.667 -3.765 0.08
H 3.028 -1.816 -5.199 0.27
H 1.626 -0.877 -5.878 0.35
O -4.905 0.732 -3.863 -0.56
C -4.656 -0.203 -3.184 0.52
O -5.163 -0.296 -1.923 -0.37
C -4.783 -1.566 -1.354 -0.51
C -3.518 -1.947 -2.090 0.00
C -3.815 -1.427 -3.493 -0.36
H -5.596 -2.297 -1.473 0.25
H -4.737 -1.429 -0.272 0.33
H -3.455 -3.042 -2.089 0.28
H -2.618 -1.615 -1.593 -0.11
H -4.505 -2.097 -4.010 0.28
H -2.908 -1.236 -4.051 0.23
O 0.090 4.877 3.988 -0.55
C -0.005 4.662 2.820 0.42
O -0.970 3.870 2.273 -0.34
C -1.022 4.004 0.863 -0.06
C 0.096 5.018 0.459 -0.31
C 0.959 5.022 1.711 -0.46
H -1.966 4.424 0.508 0.34
H -0.859 3.065 0.335 -0.04
H -0.361 5.983 0.243 0.30
H 0.594 4.639 -0.431 0.13
H 1.455 5.974 1.880 0.37
H 1.694 4.217 1.646 0.14
O 6.996 -1.118 3.487 -0.60
C 5.993 -1.500 2.967 0.41
O 4.794 -0.921 3.208 -0.36
C 3.745 -1.567 2.441 0.38
C 4.468 -2.351 1.327 -0.22
C 5.815 -2.626 1.957 -0.50
H 3.081 -0.813 2.026 -0.06
H 3.213 -2.163 3.187 -0.12
H 4.503 -1.621 0.520 0.23
H 3.926 -3.265 1.102 0.25
H 6.671 -2.641 1.287 0.33
H 5.826 -3.574 2.503 0.26
O -1.873 3.250 5.188 -0.57
C -1.558 2.134 4.927 0.57
O -0.274 1.796 4.694 -0.37
C -0.162 0.488 4.126 0.36
C -1.528 -0.206 4.350 -0.35
C -2.406 0.884 4.966 -0.61
H 0.683 -0.057 4.551 0.22
H 0.094 0.606 3.069 -0.27
H -1.508 -1.117 4.939 0.32
H -1.944 -0.395 3.360 0.22
H -2.657 0.796 6.031 0.25
H -3.401 1.048 4.554 0.33
O -3.601 2.860 -5.193 -0.53
C -2.623 3.304 -4.681 0.38
O -2.648 4.595 -4.243 -0.41
C -1.703 4.839 -3.218 -0.21
C -0.572 3.801 -3.548 -0.45
C -1.271 2.709 -4.380 -0.08
H -2.041 4.540 -2.222 0.14
H -1.267 5.830 -3.249 0.37
H 0.043 3.454 -2.721 0.25
H 0.147 4.316 -4.199 0.22
H -1.418 1.827 -3.747 -0.05
H -0.829 2.335 -5.300 0.37
O -0.345 -5.243 4.647 -0.60
C -0.196 -4.520 3.715 0.33
O -1.123 -3.680 3.244 -0.38
C -0.638 -2.843 2.169 0.48
C 0.644 -3.548 1.713 0.08
C 1.100 -4.358 2.918 -0.18
H -0.427 -1.870 2.609 -0.54
H -1.328 -2.801 1.335 0.27
H 1.424 -2.917 1.297 -0.23
H 0.248 -4.216 0.941 0.33
H 1.728 -3.744 3.570 -0.02
H 1.594 -5.278 2.632 0.41

---

[4]
81
Properties=species:S:1:pos:R:3:mulliken_charge:R:1 method="wB97M-V/def2-TZVPD" relative_energy_ev=1.3652 homo_lumo_gap_ev="5.70 / 5.07" spin_multiplicity=6 charge=+2 fmax_ev_per_a=2.43 homo_ev="-11.698 / -11.680"
Mn -0.716 -0.053 -0.159 1.21
C 1.254 2.629 -0.974 -1.01
N 0.078 2.259 -0.168 1.05
C 0.419 2.084 1.260 -1.06
C -1.003 3.221 -0.368 -1.25
C -2.343 2.748 0.146 -0.94
N -2.686 1.380 -0.270 0.17
C -2.705 1.240 -1.745 -1.16
C -4.016 1.047 0.274 -1.24
H 1.726 3.552 -0.621 0.49
H 0.947 2.769 -2.011 0.45
H 1.980 1.824 -0.939 -0.29
H 0.424 3.034 1.802 0.39
H 1.409 1.642 1.344 0.14
H -0.309 1.421 1.748 0.42
H -1.080 3.422 -1.436 0.47
H -0.771 4.174 0.120 0.40
H -3.094 3.459 -0.214 0.45
H -2.370 2.769 1.236 0.48
H -3.328 2.007 -2.214 0.39
H -3.112 0.262 -2.005 0.45
H -1.695 1.317 -2.154 0.41
H -4.777 1.721 -0.126 0.41
H -4.008 1.152 1.358 0.36
H -4.285 0.023 0.016 0.32
N -2.221 -1.911 1.090 -0.45
N -1.713 -3.199 0.867 -0.23
C -0.598 -3.387 0.118 0.58
N -0.118 -4.595 -0.092 -0.31
N -0.085 -2.269 -0.346 -0.79
N 1.100 -2.086 -0.952 1.68
O 1.910 -2.970 -1.146 -0.64
O 1.313 -0.882 -1.163 -0.62
H -2.281 -1.743 2.088 0.28
H -3.150 -1.841 0.693 0.27
H -2.220 -3.991 1.225 0.16
H -0.572 -5.428 0.247 0.19
H 0.745 -4.684 -0.611 0.20
C 5.701 2.690 -1.273 -1.53
C 5.222 2.779 0.152 0.90
C 5.507 3.935 0.889 -0.63
C 5.112 4.078 2.209 -0.70
C 4.429 3.047 2.844 -0.95
C 4.119 1.899 2.130 -1.06
C 4.517 1.760 0.800 1.05
Sb 3.825 -0.105 -0.060 0.92
C 4.425 -0.516 -2.080 1.00
C 3.941 0.390 -3.020 -0.34
C 4.146 0.167 -4.374 -0.97
C 4.812 -0.983 -4.778 -0.79
C 5.276 -1.888 -3.836 -0.77
C 5.079 -1.690 -2.468 0.25
C 5.552 -2.716 -1.473 -0.98
C 4.443 -1.484 1.472 0.73
C 3.437 -2.301 1.983 -0.70
C 3.693 -3.148 3.052 -0.67
C 4.969 -3.184 3.600 -0.70
C 5.972 -2.381 3.079 -0.64
C 5.732 -1.505 2.017 0.75
C 6.852 -0.623 1.533 -1.79
H 6.625 3.256 -1.395 0.52
H 4.967 3.119 -1.962 0.28
H 5.890 1.662 -1.577 0.16
H 6.056 4.736 0.402 0.45
H 5.336 4.992 2.746 0.42
H 4.142 3.139 3.885 0.48
H 3.583 1.090 2.624 0.47
H 3.399 1.276 -2.698 0.35
H 3.783 0.878 -5.107 0.45
H 4.953 -1.186 -5.833 0.41
H 5.798 -2.781 -4.166 0.43
H 6.144 -3.488 -1.965 0.51
H 4.702 -3.206 -0.990 0.17
H 6.163 -2.255 -0.695 0.06
H 2.441 -2.271 1.550 0.15
H 2.906 -3.775 3.455 0.42
H 5.181 -3.837 4.437 0.41
H 6.970 -2.432 3.499 0.47
H 7.785 -1.184 1.469 0.57
H 7.016 0.200 2.233 0.46
H 6.642 -0.186 0.556 0.14

---

[5]
78
Properties=species:S:1:pos:R:3:mulliken_charge:R:1 method="wB97M-V/def2-TZVPD" homo_lumo_gap_ev=5.48 charge=-1 fmax_ev_per_a=1.44 homo_ev=-2.873
Pt 0.324 -0.512 -0.064 -0.23
C -1.314 -3.141 -0.561 -0.90
N -1.380 -1.960 0.302 0.73
C -2.606 -1.205 0.011 -1.33
C -1.256 -2.327 1.713 0.40
C -2.141 -3.247 2.244 -0.34
C -1.998 -3.738 3.533 -1.00
C -0.907 -3.307 4.274 -0.72
C -0.026 -2.367 3.776 -1.46
C -0.197 -1.793 2.495 0.71
N 0.580 -0.839 1.911 1.12
C 1.626 -0.142 2.467 0.57
C 1.812 0.149 3.834 -0.87
C 2.908 0.866 4.280 -1.07
C 3.854 1.347 3.391 -0.98
C 3.644 1.149 2.034 -0.52
C 2.539 0.459 1.571 0.18
N 2.289 0.352 0.133 0.73
C 3.322 -0.467 -0.515 -0.69
C 2.230 1.675 -0.517 -0.87
H -2.208 -3.770 -0.455 0.45
H -0.432 -3.727 -0.310 0.33
H -1.241 -2.810 -1.594 -0.17
H -3.500 -1.826 0.161 0.44
H -2.567 -0.859 -1.023 0.25
H -2.650 -0.330 0.653 0.25
H -2.952 -3.604 1.621 0.27
H -2.703 -4.453 3.936 0.38
H -0.730 -3.711 5.264 0.39
H 0.828 -2.099 4.372 0.62
H 1.053 -0.142 4.541 0.54
H 3.005 1.071 5.339 0.37
H 4.716 1.902 3.738 0.39
H 4.338 1.569 1.317 0.31
H 4.304 0.026 -0.471 0.42
H 3.052 -0.613 -1.559 -0.22
H 3.380 -1.434 -0.022 0.26
H 3.201 2.181 -0.476 0.51
H 1.461 2.274 -0.029 0.05
H 1.934 1.527 -1.555 0.20
C 2.092 -0.700 -4.369 -1.47
Si 0.688 -1.341 -3.252 0.50
C -0.656 -1.966 -4.442 -1.40
C 1.387 -2.885 -2.412 -1.17
N 0.132 -0.194 -2.097 1.06
C -0.487 1.006 -2.480 1.21
C -0.621 1.392 -3.815 -0.57
C -1.235 2.580 -4.201 -1.25
C -1.733 3.423 -3.228 -1.15
C -1.616 3.073 -1.889 -0.67
C -1.006 1.883 -1.455 0.72
N -0.874 1.517 -0.138 -0.04
Si -1.588 2.385 1.144 -0.03
C -0.849 4.119 1.410 -1.38
C -1.353 1.512 2.792 -0.71
C -3.475 2.618 0.994 -1.24
H 2.533 -1.527 -4.933 0.41
H 2.889 -0.234 -3.785 0.33
H 1.748 0.043 -5.086 0.38
H -0.262 -2.790 -5.043 0.38
H -1.009 -1.196 -5.123 0.39
H -1.526 -2.338 -3.900 0.33
H 2.428 -3.046 -2.701 0.40
H 0.824 -3.769 -2.716 0.41
H 1.342 -2.809 -1.325 0.17
H -0.236 0.750 -4.590 0.12
H -1.312 2.832 -5.252 0.37
H -2.214 4.356 -3.497 0.36
H -2.008 3.754 -1.150 0.18
H 0.229 4.041 1.564 0.33
H -1.276 4.594 2.297 0.42
H -1.011 4.784 0.563 0.37
H -0.301 1.463 3.071 -0.07
H -1.747 0.494 2.789 0.19
H -1.879 2.075 3.566 0.57
H -3.767 3.195 0.119 0.35
H -3.858 3.133 1.880 0.36
H -3.984 1.654 0.931 0.35

---

[6]
84
Properties=species:S:1:pos:R:3:mulliken_charge:R:1 method="wB97M-V/def2-TZVPD" relative_energy_ev=1.1081 homo_lumo_gap_ev=9.11 fmax_ev_per_a=1.81 homo_ev=-9.431
O -13.215 0.086 7.048 -0.58
C -13.533 0.635 8.061 0.47
O -12.994 0.279 9.259 -0.37
C -13.556 1.109 10.299 -0.41
C -14.909 1.502 9.732 -0.38
C -14.574 1.744 8.274 0.08
H -12.911 1.976 10.444 0.20
H -13.662 0.535 11.217 0.36
H -15.274 2.393 10.256 0.13
H -15.669 0.746 9.932 0.33
H -14.156 2.734 8.121 -0.20
H -15.421 1.571 7.618 0.35
O -15.138 8.040 18.329 -0.56
C -15.466 8.456 17.260 0.46
O -16.576 9.205 17.070 -0.35
C -16.721 9.557 15.672 -0.47
C -15.325 9.415 15.074 0.22
C -14.755 8.274 15.929 -0.46
H -17.104 10.574 15.722 0.30
H -17.444 8.929 15.149 0.28
H -14.728 10.319 15.171 0.30
H -15.329 9.071 14.040 -0.30
H -13.681 8.244 16.065 0.36
H -15.135 7.313 15.568 0.23
O -11.154 5.442 10.122 -0.53
C -10.217 6.168 10.257 0.48
O -8.942 5.766 10.086 -0.38
C -8.050 6.866 10.181 -0.48
C -8.916 8.155 10.087 -0.58
C -10.247 7.644 10.643 -0.06
H -7.323 6.844 9.372 0.33
H -7.501 6.855 11.123 0.28
H -9.020 8.431 9.042 0.30
H -8.460 8.905 10.727 0.31
H -11.118 8.107 10.186 0.03
H -10.343 7.705 11.727 0.28
O -13.511 3.985 5.809 -0.57
C -14.208 4.945 5.909 0.66
O -15.510 4.861 6.313 -0.34
C -16.234 6.034 5.888 -0.17
C -15.199 7.153 5.675 -0.46
C -13.855 6.394 5.694 -0.42
H -16.970 6.284 6.647 0.05
H -16.704 5.747 4.948 0.36
H -15.186 7.905 6.462 0.16
H -15.364 7.657 4.728 0.37
H -13.213 6.700 6.519 0.12
H -13.321 6.538 4.757 0.36
O -15.864 4.811 9.756 -0.55
C -15.614 5.945 10.018 0.44
O -16.492 6.678 10.770 -0.40
C -16.052 8.037 10.884 -0.40
C -14.579 8.031 10.534 -0.47
C -14.428 6.806 9.608 0.60
H -16.316 8.485 11.839 0.27
H -16.612 8.618 10.139 0.22
H -13.924 7.967 11.408 0.21
H -14.239 8.953 10.057 0.38
H -13.538 6.229 9.864 0.04
H -14.405 7.146 8.578 -0.41
O -16.636 13.876 8.412 -0.55
C -15.878 13.468 9.231 0.50
O -15.997 13.748 10.556 -0.36
C -14.813 13.390 11.268 -0.51
C -14.165 12.280 10.382 -0.06
C -14.594 12.692 8.999 -0.37
H -15.098 12.993 12.236 0.34
H -14.160 14.259 11.360 0.26
H -14.628 11.379 10.801 -0.19
H -13.106 12.127 10.589 0.46
H -14.726 11.864 8.304 0.24
H -13.877 13.366 8.525 0.27
O -19.870 9.191 9.356 -0.60
C -20.169 8.096 8.985 0.51
O -20.621 7.862 7.727 -0.36
C -20.799 6.443 7.510 -0.34
C -20.985 5.882 8.909 -0.52
C -20.054 6.773 9.726 0.01
H -19.941 6.073 6.945 0.14
H -21.675 6.307 6.878 0.33
H -20.779 4.814 8.964 0.33
H -22.025 6.059 9.185 0.29
H -19.003 6.492 9.622 -0.12
H -20.387 6.821 10.756 0.31

---

The E results, record by record, are as follows: -144544.51694 -49470.27308 -79090.69284 -82082.78483 -56174.46059 -58382.88012 eV.